This record from the OMol25 dataset describes a molecular structure, C34H33N3O4PdSTe. The level of theory is the ωB97M-V functional and the def2-TZVPD basis.

E_tot   -2574.08298 a.u.
LUMO energy (alpha / beta)   -5.1 / -8.3 eV
Highest occupied orbital energy (alpha / beta)   -12.62 / -13.34 eV
Spin multiplicity   5
Charge   +2

Element x y z (Å)
1 Pd -1.074 0.761 1.644
2 C 1.143 -0.951 -4.026
3 O 1.641 -0.966 -2.684
4 C 2.698 -1.777 -2.421
5 C 3.220 -2.704 -3.318
6 C 4.312 -3.482 -2.955
7 C 4.886 -3.358 -1.698
8 C 4.342 -2.466 -0.791
9 C 3.251 -1.684 -1.141
10 N 2.723 -0.754 -0.187
11 C 1.460 -0.753 0.264
12 N 0.642 -1.702 -0.141
13 C -0.711 -1.986 0.184
14 C -1.549 -1.230 0.980
15 C -2.870 -1.597 1.161
16 C -3.367 -2.726 0.517
17 C -2.531 -3.494 -0.282
18 C -1.204 -3.144 -0.428
19 O -0.395 -3.895 -1.241
20 C 0.568 -4.746 -0.582
21 N 1.049 0.117 1.214
22 C 1.528 1.355 1.383
23 C 1.626 1.863 2.718
24 C 2.039 3.132 2.953
25 C 2.360 3.984 1.859
26 C 2.265 3.558 0.551
27 C 1.848 2.255 0.284
28 O 1.630 1.751 -0.904
29 C 1.866 2.542 -2.087
30 H 0.643 -1.890 -4.267
31 H 1.950 -0.771 -4.736
32 H 0.425 -0.138 -4.069
33 H 2.787 -2.815 -4.302
34 H 4.712 -4.193 -3.667
35 H 5.742 -3.960 -1.423
36 H 4.759 -2.371 0.205
37 H 3.376 -0.164 0.305
38 H 1.034 -2.329 -0.832
39 H -3.527 -1.019 1.798
40 H -4.399 -3.022 0.656
41 H -2.885 -4.383 -0.788
42 H 0.427 -5.757 -0.953
43 H 0.419 -4.736 0.499
44 H 1.584 -4.424 -0.823
45 H 1.414 1.174 3.524
46 H 2.136 3.493 3.968
47 H 2.691 4.996 2.053
48 H 2.499 4.236 -0.256
49 H 1.654 1.882 -2.919
50 H 2.904 2.866 -2.125
51 H 1.195 3.399 -2.102
52 Te -2.570 1.366 3.755
53 C -1.800 0.692 5.493
54 C -2.386 0.903 6.728
55 C -1.647 0.326 7.782
56 C -0.519 -0.308 7.335
57 S -0.357 -0.218 5.643
58 H -3.312 1.447 6.860
59 H -1.933 0.370 8.824
60 H 0.219 -0.828 7.927
61 C -3.433 4.247 -0.061
62 C -2.734 2.922 -0.182
63 O -2.139 2.502 0.815
64 C -2.773 2.177 -1.457
65 C -3.497 2.690 -2.535
66 C -3.569 1.987 -3.727
67 C -2.926 0.762 -3.848
68 C -2.194 0.244 -2.781
69 C -2.116 0.955 -1.598
70 H -3.282 4.651 0.935
71 H -4.502 4.124 -0.247
72 H -3.057 4.953 -0.805
73 H -4.018 3.634 -2.452
74 H -4.135 2.391 -4.557
75 H -3.000 0.207 -4.774
76 H -1.704 -0.719 -2.866
77 H -1.548 0.545 -0.778

Mulliken atomic charge list, values in e, 2 entries: -0.2250, -1.3870